# C22H27Cl54FNO4S2

A cluster of 19 separate species, C22H27Cl54FNO4S2 in total at a distorted geometry (ωB97M-V/def2-TZVPD, the Open Molecules 2025 dataset).

* ΔE to the lowest compared entry with this formula, charge and spin: 0.0 kcal/mol
* HOMO level: -0.4386 hartree
* total energy: -733520.9718 eV
* largest force on an atom: 1.11 eV/Å
* orbital gap: 0.273 Eh
* charge: +1

The geometry in XYZ format:
```
111
Properties=species:S:1:pos:R:3:forces:R:3:lowdin_charge:R:1
C 1.2899 -2.0014 -1.7110 0.5 0.0 0.3 -0.0006
C 0.7022 -1.2852 -0.5416 0.3 -0.8 -0.3 -0.4840
O 0.3935 -0.1501 -0.4562 -0.3 0.9 0.1 0.1513
O 0.4617 -2.1002 0.5837 0.1 0.1 0.2 -0.0732
C 1.6135 -2.6177 1.2404 -0.4 -0.1 -0.1 -0.1818
C 1.1270 -2.9822 2.6259 0.5 -0.5 -0.2 -0.1386
N 0.9255 -1.6890 3.4199 -0.9 -0.6 0.0 -0.4130
S -0.7418 -1.5730 4.1443 0.0 0.2 0.2 0.9447
S 2.1660 -1.4407 4.6786 0.6 0.3 0.0 0.6319
O 3.2248 -2.2914 4.3066 -0.1 0.1 0.3 -0.1882
O 2.2749 -0.0497 4.8512 -0.3 -0.3 0.1 -0.1638
F 1.4060 -2.0697 5.8658 0.2 0.2 -0.5 -0.0992
H 1.3736 -1.3385 -2.5698 -0.2 -0.1 0.1 0.0548
H 0.7200 -2.9084 -1.9177 0.0 0.2 -0.1 0.0299
H 2.3101 -2.3192 -1.4470 -0.1 0.0 0.0 0.1054
H 2.0309 -3.5035 0.7490 -0.1 0.1 0.0 0.1332
H 2.3894 -1.8391 1.2938 0.1 -0.2 0.0 0.1402
H 0.1777 -3.5186 2.6077 0.1 0.2 -0.1 0.1242
H 1.8576 -3.6239 3.1202 -0.1 0.3 0.2 0.1296
H 1.0177 -0.8891 2.7735 0.1 0.1 0.1 0.1224
H -1.3683 -1.8882 2.9978 0.2 0.1 -0.2 -0.0813
C -2.5602 -3.1493 -0.7943 0.0 0.1 -0.1 -1.5518
Cl -1.6580 -3.9220 -2.1016 -0.2 -0.1 0.1 0.5504
Cl -3.8346 -2.1179 -1.4229 0.0 0.0 0.0 0.5669
Cl -3.2012 -4.3566 0.3267 0.0 0.0 0.1 0.5324
H -1.8710 -2.5284 -0.2379 0.0 0.0 0.0 -0.0247
C 2.8863 -1.2719 -5.8330 -0.1 0.0 0.2 -1.5607
Cl 1.5807 -0.1832 -6.2917 0.0 0.1 -0.1 0.5308
Cl 4.1039 -0.4296 -4.8786 0.0 0.0 0.1 0.5199
Cl 2.2296 -2.6432 -4.9319 0.1 -0.1 -0.1 0.5180
H 3.3646 -1.6432 -6.7317 -0.1 0.0 0.2 -0.0691
C 0.7474 3.3357 3.7383 -0.1 0.1 0.0 -1.5459
Cl 1.2015 2.5498 2.2096 0.0 -0.1 0.0 0.5163
Cl 1.0348 5.0673 3.6756 0.1 -0.1 -0.1 0.5246
Cl -0.9365 3.0141 4.1230 -0.1 -0.3 -0.1 0.5141
H 1.3653 2.9193 4.5234 0.0 0.0 0.0 0.0059
C -0.2268 -6.0312 -5.1732 0.0 0.1 0.0 -1.5424
Cl 0.7826 -5.6749 -3.7565 0.0 0.0 0.0 0.4914
Cl -1.8337 -6.5498 -4.6661 0.0 0.0 0.0 0.5477
Cl -0.3222 -4.6439 -6.2452 -0.1 0.0 0.0 0.5454
H 0.2369 -6.8524 -5.7020 0.0 0.0 0.0 -0.0384
C 6.7241 -2.3698 -7.3124 0.0 0.0 0.1 -1.5209
Cl 5.4660 -1.2455 -7.8383 0.3 0.1 -0.4 0.5612
Cl 7.9143 -1.5494 -6.3109 0.0 0.0 0.0 0.5425
Cl 6.0017 -3.7330 -6.4546 0.0 0.0 0.0 0.5320
H 7.2224 -2.7487 -8.1947 0.0 0.0 0.0 0.0150
C -0.8223 2.0476 -2.3688 0.0 0.1 0.1 -1.5496
Cl -0.3855 1.1028 -3.7909 0.1 -0.1 0.1 0.5121
Cl -0.2769 3.7225 -2.5201 0.0 -0.1 0.1 0.5182
Cl -2.5587 1.9768 -2.0694 0.0 0.0 0.0 0.5307
H -0.3175 1.6115 -1.5182 0.0 0.0 -0.1 -0.0344
C -0.8694 -10.0747 -4.1398 0.0 0.0 0.0 -1.5558
Cl 0.2651 -9.5417 -5.3937 0.0 0.0 0.0 0.5392
Cl -2.0640 -11.1755 -4.8127 0.0 0.0 0.0 0.5497
Cl 0.0014 -10.8039 -2.7977 0.0 0.0 0.0 0.5236
H -1.3855 -9.1974 -3.7732 0.0 0.0 0.0 -0.0322
C -2.9156 5.4734 7.2017 0.0 0.0 -0.1 -1.5541
Cl -1.4217 5.4911 6.2729 0.0 0.1 0.0 0.4698
Cl -3.6740 7.0597 7.1584 0.0 0.0 0.1 0.5327
Cl -4.0129 4.2269 6.5908 0.0 0.0 0.0 0.5304
H -2.6810 5.2326 8.2307 0.0 0.0 0.0 -0.0124
C 1.2134 6.4656 9.7041 0.0 0.0 -0.1 -1.5386
Cl 1.8879 5.1304 8.7579 0.0 0.0 0.0 0.5085
Cl 2.1615 7.9289 9.4866 0.0 0.0 0.0 0.5405
Cl -0.4743 6.7395 9.2722 0.0 0.1 0.2 0.5408
H 1.2537 6.1850 10.7481 0.0 0.0 0.0 0.0129
C -3.7107 9.2305 3.4257 -0.1 -0.1 0.0 -1.5367
Cl -5.1777 8.6161 2.6748 0.0 -0.2 -0.1 0.5166
Cl -4.0481 9.7600 5.0735 0.0 0.2 0.0 0.5180
Cl -2.4261 8.0171 3.4018 0.0 0.0 0.0 0.5174
H -3.3718 10.0911 2.8637 0.0 0.0 0.0 0.0146
C -2.2791 4.0177 -7.0627 0.0 -0.1 0.0 -1.5226
Cl -3.8775 3.3644 -7.4067 0.0 0.0 0.0 0.5425
Cl -1.9202 3.9577 -5.3412 -0.1 0.1 -0.1 0.5142
Cl -1.0342 3.1451 -7.9740 0.0 0.0 0.0 0.5443
H -2.2594 5.0516 -7.3809 0.0 0.0 0.0 0.0160
C -7.9571 11.7763 1.5163 0.0 0.0 0.0 -1.5507
Cl -6.6363 11.7424 2.6833 0.0 0.2 0.0 0.4998
Cl -8.5368 10.1410 1.1891 0.0 0.0 0.0 0.5188
Cl -9.2683 12.8086 2.0768 0.0 0.0 0.0 0.5368
H -7.5772 12.1869 0.5903 0.0 0.0 0.0 0.0116
C 4.1135 -11.3258 -1.3479 -0.1 0.0 0.0 -1.5461
Cl 4.1835 -9.9176 -0.2788 0.0 0.0 0.0 0.5070
Cl 3.0392 -12.5578 -0.6950 0.1 0.0 0.0 0.5040
Cl 3.6016 -10.8583 -2.9672 0.1 0.0 0.0 0.5121
H 5.1109 -11.7397 -1.4146 0.0 0.0 0.0 0.0136
C 5.9753 -2.6007 2.5015 0.1 0.0 0.0 -1.5640
Cl 6.0656 -0.9566 1.8709 -0.1 0.0 0.0 0.5408
Cl 5.1106 -3.6516 1.3599 -0.1 0.0 0.0 0.5321
Cl 7.5648 -3.2431 2.8633 0.0 0.0 0.0 0.5747
H 5.4034 -2.5711 3.4172 0.0 0.0 0.0 -0.0278
C -2.8597 1.9045 -10.9566 0.0 0.0 0.0 -1.5810
Cl -1.9378 1.4254 -12.3823 0.0 0.0 0.0 0.5274
Cl -4.1263 3.0537 -11.3830 0.0 0.0 0.0 0.5217
Cl -3.5354 0.4938 -10.1418 0.0 0.0 0.0 0.5127
H -2.1822 2.3923 -10.2688 0.0 0.0 0.0 -0.0635
C -7.0920 8.6870 6.8432 0.0 0.0 0.0 -1.5856
Cl -7.8273 9.7769 5.6724 0.0 0.0 0.0 0.5164
Cl -6.3190 9.5912 8.1515 0.0 0.0 -0.1 0.5117
Cl -8.2744 7.5466 7.4835 0.0 0.0 0.0 0.5328
H -6.3229 8.1206 6.3328 0.0 0.0 0.0 -0.0422
C 1.4935 -16.2897 -1.4202 0.0 0.0 0.0 -1.5510
Cl 2.8559 -17.0433 -0.5961 0.0 0.0 0.0 0.5300
Cl 0.8148 -14.9834 -0.4448 -0.1 -0.1 0.1 0.4957
Cl 1.9648 -15.6981 -3.0121 0.0 0.0 0.0 0.5243
H 0.7240 -17.0383 -1.5536 0.0 0.0 0.0 0.0112
C 3.6234 8.4707 4.2682 0.0 0.0 0.0 -1.5558
Cl 3.9824 8.8709 5.9458 0.0 0.0 0.0 0.5262
Cl 1.8898 8.2112 4.0454 -0.1 0.1 0.0 0.4960
Cl 4.2173 9.7143 3.1739 0.0 0.0 0.0 0.5397
H 4.1296 7.5444 4.0304 0.0 0.0 0.0 0.0097
```
Positions in Å, forces in eV/Å.